Entry 1:
C36H36N4OP2S2SbSe4Tc | the ωB97M-V functional and the def2-TZVPD basis

Its charge is +2. The frontier orbital gap (alpha / beta) is 5.40 / 5.40 eV. Its spin multiplicity is 1. For the HOMO energy (alpha / beta), the calculation gives -12.32 / -12.32 eV.

Geometry as XYZ:
```
87
Properties=species:S:1:pos:R:3:forces:R:3
C 0.866738 -2.054049 -2.231558 -0.3454 -0.0175 -0.2356
H 0.913689 -3.619398 -5.234904 -0.0020 -0.0033 -0.0018
H 3.268055 -0.504655 -2.025773 0.0077 -0.0030 0.0009
C 1.785264 -4.380473 -3.426051 -0.0026 0.0046 0.0087
H -0.713788 -0.689390 6.439165 0.0015 0.0048 0.0027
P -0.881553 -0.467115 0.792749 -0.0918 -0.4750 -0.0113
Se -5.101513 2.583218 -3.803366 0.1108 -0.0579 -0.0961
C 0.275946 -1.212822 4.610184 -0.0089 0.0053 -0.0002
C -1.760628 0.061677 4.727156 0.0000 -0.0007 0.0112
H 4.498297 1.040625 0.600541 -0.0106 0.0100 0.0070
C -1.780211 0.159991 3.343976 -0.0362 -0.0253 -0.0081
H -0.072062 2.001757 -2.997417 0.0553 -0.0087 0.0097
H -3.014260 3.912328 3.632146 -0.0047 0.0103 -0.0090
C 3.205332 2.466382 -3.646592 -0.0042 0.0001 -0.0076
N -3.192309 1.782654 0.365842 -0.0323 -0.0656 -0.0137
C -0.960896 4.491655 3.710044 0.0191 0.0015 0.0049
H -2.554840 0.509386 5.309342 0.0001 0.0009 0.0018
C -1.926149 3.143875 1.946085 0.0039 0.1139 -0.0658
N -4.503853 1.413854 0.079614 -0.0570 0.0162 0.0240
C -3.747537 -3.305236 0.448701 -0.0002 -0.0132 -0.0027
C -1.678978 -2.071579 0.544332 0.0259 -0.0193 0.0931
C -0.971134 -3.268268 0.550106 -0.0055 -0.0034 0.0091
H -6.030583 -0.499068 -1.950877 0.0050 0.0113 -0.0149
H -4.829383 -3.321963 0.442315 -0.0019 0.0001 0.0023
H -2.604231 0.663904 2.859721 0.0017 -0.0209 -0.0023
H 2.000837 1.115627 0.122731 0.0027 -0.0179 -0.0176
H 2.145257 -5.288398 -3.890792 0.0005 -0.0014 -0.0007
H 5.637301 -2.043329 -0.010436 -0.0116 0.0092 -0.0040
C 1.809794 0.239127 0.747964 0.0381 -0.1172 0.0312
Se -2.316364 4.376382 -6.294083 0.0010 0.0666 -0.1023
H 7.268848 -1.551927 0.455821 -0.0063 -0.0182 0.0112
H 3.923575 0.933314 2.259097 0.0101 -0.0232 0.0191
H 0.112519 -1.541198 -4.187589 0.0022 0.0035 -0.0006
C 3.715584 1.308636 -3.063166 -0.0021 -0.0023 0.0009
H -3.637804 -1.175085 0.600749 0.0062 -0.0010 -0.0073
H 2.931698 -1.348826 1.688352 -0.0137 0.0029 -0.0011
P 0.360880 -0.462282 -1.561271 0.2112 0.3479 0.4806
C 0.255997 -1.126056 3.229086 0.0080 0.0286 0.0113
C -0.674093 3.105957 1.309910 0.0320 -0.0707 0.1147
Tc -1.535603 1.157146 -0.726265 -0.0011 0.1032 -0.4312
C -3.117530 2.559666 1.396284 0.0149 0.0031 0.0034
H 1.072920 -1.753656 5.102308 0.0004 -0.0045 0.0002
H 3.353865 -1.066807 0.013513 0.0162 -0.0068 0.0044
Se -1.753151 3.782356 -2.088587 0.1136 0.0250 0.2230
H 4.776182 1.101267 -3.112751 0.0016 -0.0021 -0.0005
C -2.046496 3.862923 3.147795 -0.0151 -0.0348 0.0083
C -4.694579 0.668309 -0.934090 0.0666 -0.0134 0.0056
H 6.246972 -0.414036 -0.423295 0.0139 0.0046 0.0052
C 1.844153 2.718252 -3.620913 0.0100 -0.0356 0.0156
C 0.273800 4.441885 3.060125 -0.0156 -0.0042 0.0173
H 1.778788 -2.796058 -0.435176 0.0018 0.0032 -0.0033
C -3.072956 -2.097623 0.518963 -0.0032 0.0027 0.0114
H -1.090362 -5.403303 0.452895 -0.0009 -0.0026 -0.0016
H 1.032021 -1.612929 2.653448 -0.0058 -0.0122 0.0002
H 1.127810 4.946975 3.491346 0.0041 0.0003 -0.0028
H 1.361042 3.749219 1.334650 -0.0019 0.0038 -0.0009
C 1.496517 0.683792 -2.370028 0.1244 -0.0908 0.0257
C 2.027916 -4.149748 -2.079639 -0.0092 -0.0155 -0.0098
C 1.091639 -3.444008 -4.182796 -0.0031 0.0058 0.0022
N -5.918532 0.297990 -1.347305 -0.0287 -0.0305 0.0132
H 2.582812 -4.872615 -1.496512 0.0034 0.0008 -0.0002
C 4.228465 0.338061 1.394687 -0.0242 -0.0247 -0.0084
S -3.289475 0.089721 -1.899201 0.0408 -0.1626 -0.0316
H -3.558027 -5.438608 0.336959 -0.0011 -0.0016 0.0017
Sb -2.887010 3.806142 -4.145613 -0.2086 -0.0614 -0.1438
H 1.437950 3.601529 -4.096071 0.0060 0.0013 0.0002
C 0.636424 -2.279347 -3.589499 -0.0679 -0.0397 0.0110
C 6.245661 -1.205281 0.327380 0.0024 -0.0013 -0.0237
S 5.702659 -0.556593 1.919747 0.0265 0.0326 -0.0048
C -0.729569 -0.614788 5.360302 0.0076 -0.0062 -0.0108
H -6.711324 0.589478 -0.796181 0.0012 -0.0060 0.0066
H -4.060284 2.788129 1.885142 -0.0008 0.0122 -0.0127
H -1.066214 5.034905 4.638130 0.0041 -0.0015 0.0015
C -3.032982 -4.495149 0.400602 0.0090 0.0012 0.0002
H 1.462050 0.615418 1.711213 0.0080 0.0258 -0.0036
C 0.993813 1.822006 -2.986829 -0.0073 -0.0054 -0.0442
C 3.085195 -0.563713 0.944397 0.0018 0.0089 -0.0049
C 1.564467 -2.989499 -1.476673 0.1199 0.0678 -0.0368
H 3.874576 3.158468 -4.139921 0.0039 0.0024 0.0013
N 0.708352 -0.560192 0.143398 -0.0904 0.1231 -0.0608
C -0.765746 -0.420133 2.589767 0.1332 0.2173 0.0027
Se -3.917828 0.597675 -4.009035 -0.0669 0.1127 0.1140
C 0.416111 3.771216 1.861471 0.0278 -0.0483 -0.0050
H 0.104398 -3.262568 0.637985 -0.0034 0.0009 0.0048
C -1.647063 -4.475870 0.460902 -0.0050 0.0058 0.0038
O -0.524017 2.498267 0.120349 -0.0976 0.1847 0.1070
C 2.868755 0.412499 -2.439235 -0.0115 -0.0092 0.0091
```
Positions in Å, forces in eV/Å.

=====

Entry 2:
C15H24N4O2S2 | the ωB97M-V functional and the def2-TZVPD basis

The relative energy (zero: lowest compared OMol25 entry of this formula, charge and spin) comes out at 2.6 kcal per mole. The frontier orbital gap is 8.90 eV. Its spin multiplicity is 1. As for the SMILES: CCCC(=O)Nc1nnc(SCC(=O)N2[C@H](C)CCC[C@@H]2C)s1. For the HOMO energy, the calculation gives -8.40 eV.

Geometry as XYZ:
```
47
Properties=species:S:1:pos:R:3:forces:R:3
H 1.595218 1.814386 -1.896312 -0.0955 -0.1826 -0.2367
O 1.462228 -3.217269 4.521715 0.1002 -0.0836 0.2071
H -2.707672 2.486760 -1.655907 -0.0345 -0.0388 -0.0216
N -0.362001 -1.420682 0.808559 1.0562 -1.3187 0.6206
C -1.018704 0.422912 -3.517201 -0.2488 -0.4401 -0.1106
C -2.225110 1.616418 -1.209905 0.0845 -0.0944 0.6069
H 2.399909 1.095402 -4.510586 0.0610 0.0035 -0.0327
H 1.448037 -0.657089 -1.527363 -0.0026 -0.0979 0.1080
H 0.326927 -0.327308 -5.050678 -0.0016 -0.1066 -0.0050
C -0.264420 -1.298958 2.090960 -0.6789 1.0016 0.1052
C 0.248260 -0.285737 7.414828 0.0939 -0.1744 -0.1049
H -0.461042 -1.669301 -3.341503 0.1186 -0.0773 -0.0334
H -0.839517 -0.274242 7.429619 -0.1286 0.0573 0.0484
C -0.707266 1.686070 -1.416152 -0.1780 0.1517 -0.0738
N 0.451460 -2.196790 2.822370 0.3985 -0.6943 -0.1043
H -1.509470 -1.106372 -2.055575 -0.0724 -0.0304 0.0292
H 2.938515 -0.122688 -2.310408 0.1355 -0.0277 -0.0342
N -0.204910 1.109697 -2.523570 0.2319 0.1991 -0.1668
C 1.636643 1.732640 -4.061246 -0.1816 0.1566 0.0226
H 2.067932 2.726135 -3.935502 0.0812 -0.0120 -0.0002
C 0.435334 1.811813 -5.000093 0.1248 -0.1748 -0.0923
C 1.244583 1.146652 -2.689280 0.4657 0.0351 0.1645
C -0.351754 0.512628 -4.896895 -0.1024 0.3801 0.0616
H 0.603083 -0.437468 8.430809 -0.0089 0.0518 0.1110
S -2.549116 1.730281 0.574754 -0.4891 0.4053 -0.2084
H -2.682390 0.698670 -1.565344 0.0440 0.0693 -0.1487
C 0.761788 -1.391237 6.503175 -0.1170 0.1219 -0.0917
C -1.587688 0.381207 1.044834 0.0844 -0.3069 0.5324
H 1.852577 -1.405620 6.511032 -0.0207 -0.0987 0.0018
H -0.814813 -1.193992 5.039478 -0.0200 0.0330 -0.0256
S -1.153204 0.091526 2.723031 0.1805 -0.3373 -0.8770
H -2.168659 -1.399421 -3.676748 -0.0949 -0.1032 -0.1014
H -0.207108 2.649503 -4.719886 -0.0185 0.0538 -0.0451
H 0.774858 1.976283 -6.023424 -0.0398 0.0784 -0.0129
H 0.420695 -2.362782 6.863334 0.0972 -0.0195 -0.0251
H 0.841205 -2.944501 2.254664 -0.0533 0.1016 0.1317
H 1.682583 -0.911466 -3.261482 -0.0056 -0.1262 -0.1106
C 0.787093 -2.283508 4.162621 -0.1553 0.1543 -0.2822
C -1.310068 -1.029652 -3.121284 -0.1123 0.2197 -0.0283
H -1.123214 0.458848 -5.666008 -0.0093 -0.0995 0.0084
O -0.021768 2.270874 -0.598729 0.1673 0.2084 0.1487
C 0.278426 -1.195524 5.067715 0.2524 -0.1918 0.4644
H 0.620079 -0.228782 4.687793 -0.0346 0.0209 -0.0232
H 0.595660 0.686559 7.072070 0.0055 0.1483 0.0162
C 1.863694 -0.228622 -2.436348 -0.1129 0.2137 0.0919
N -1.101284 -0.488031 0.226585 -0.8864 1.0390 -0.4474
H -1.965610 0.971780 -3.582514 0.1201 -0.0677 -0.0368
```
Positions in Å, forces in eV/Å.

=====

Number 1: F_max 0.63 eV/Å. Number 2: F_max 1.80 eV/Å.